# 1
ORCA calculation (the ωB97M-V functional and the def2-TZVPD basis) on the molecule C5H6O.

```
! wB97M-V def2-TZVPD RIJCOSX def2/J DEFGRID3
* xyz 0 1
C 1.532 -0.713 -0.360
C 1.060 -0.040 0.952
C -0.340 0.343 0.751
C -1.439 0.580 0.303
C -2.575 0.742 -0.591
O -2.694 0.045 -1.575
H 1.430 -1.799 -0.318
H 0.920 -0.361 -1.192
H 2.571 -0.474 -0.585
H 1.665 0.849 1.169
H 1.168 -0.713 1.812
H -3.299 1.542 -0.366
*
```

Output
**Orbital gap**: 10.5 eV
**Maximum force**: 0.654 eV Å⁻¹
**LUMO level**: 0.3 eV
**Total energy**: -7327.258 eV
**Structure (SMILES)**: CCC#CC=O
**HOMO energy**: -0.374 Eh
**Relative energy (zero: lowest compared OMol25 entry of this formula, charge and spin)**: 195.54 kJ/mol

Atom charges from the Löwdin analysis, given in e for atoms 1 to 2: number 1, C, carries -0.0916; number 2, C, carries -0.2342



# 2
ORCA calculation (the ωB97M-V functional and the def2-TZVPD basis) on a structure of composition BaH16O8.

```
! wB97M-V def2-TZVPD RIJCOSX def2/J DEFGRID3
* xyz 2 1
Ba -0.107 -0.181 0.332
O 1.215 1.075 1.369
H 1.702 1.898 1.313
H 1.596 0.621 2.120
O -1.897 -0.197 -0.476
H -1.862 -0.060 -1.423
H -2.542 0.439 -0.165
O 1.716 0.411 -0.463
H 1.905 1.336 -0.305
H 2.569 -0.021 -0.413
O 0.056 -0.538 -1.651
H -0.572 -1.043 -2.167
H 0.246 0.230 -2.191
O -1.546 0.465 1.522
H -1.598 0.248 2.452
H -1.881 1.360 1.465
O -0.746 -1.884 -0.361
H -1.505 -1.841 -0.943
H -0.274 -2.668 -0.639
O -0.300 1.687 -0.205
H 0.297 2.426 -0.089
H -0.881 1.958 -0.917
O 1.255 -1.582 0.643
H 1.958 -1.760 0.019
H 1.196 -2.379 1.171
*
```

Output
**Orbital gap**: 7.4 eV
**Maximum force**: 18.017 eV Å⁻¹
**LUMO level**: -7.2 eV
**Total energy**: -17293.779 eV
**HOMO energy**: -0.538 Eh
**Relative energy (zero: lowest compared OMol25 entry of this formula, charge and spin)**: 2903.30 kJ/mol

Atom charges from the Löwdin analysis, given in e for atoms 1 to 2: number 1, Ba, carries 2.5517; number 2, O, carries -0.2763



# 3
ORCA calculation (the ωB97M-V functional and the def2-TZVPD basis) on a structure of composition C48H41N8NiO6PS.

```
! wB97M-V def2-TZVPD RIJCOSX def2/J DEFGRID3
* xyz 0 3
Ni -0.112 0.264 0.280
C 4.571 0.932 -2.730
N 3.616 0.408 -1.784
C 2.506 0.985 -1.320
N 1.937 0.204 -0.431
C 2.767 -0.872 -0.376
N 3.798 -0.780 -1.177
C 4.091 1.104 -4.161
C 5.083 1.306 -5.115
C 4.760 1.518 -6.443
C 3.436 1.556 -6.833
C 2.428 1.361 -5.889
C 2.756 1.118 -4.553
C 1.053 1.447 -6.375
N 0.720 1.559 -7.624
N -0.638 1.658 -7.671
C -1.070 1.597 -6.451
O -0.041 1.464 -5.574
C -2.466 1.660 -6.041
C -3.448 1.742 -7.027
C -4.778 1.786 -6.658
C -5.138 1.735 -5.319
C -4.169 1.653 -4.328
C -4.590 1.578 -2.868
N -3.652 0.827 -2.070
C -2.540 1.284 -1.488
N -1.795 0.272 -1.102
C -2.535 -0.817 -1.451
N -3.663 -0.517 -2.047
C -2.828 1.625 -4.697
H 5.412 0.243 -2.716
H 4.920 1.900 -2.361
H 2.179 1.961 -1.625
H 2.592 -1.721 0.262
H 6.123 1.295 -4.806
H 5.545 1.656 -7.175
H 3.152 1.734 -7.861
H 1.964 0.915 -3.843
H -3.149 1.764 -8.066
H -5.546 1.842 -7.418
H -6.187 1.755 -5.047
H -5.560 1.092 -2.788
H -4.665 2.579 -2.437
H -2.316 2.330 -1.391
H -2.232 -1.832 -1.272
H -2.044 1.555 -3.956
O -1.066 0.088 3.990
S -0.815 0.718 2.730
O -1.744 0.366 1.643
O 0.583 0.623 2.244
C -1.031 2.482 2.972
C -1.595 2.939 4.151
C -1.658 4.300 4.400
C -1.125 5.193 3.480
C -0.578 4.734 2.293
C -0.553 3.369 2.009
P 0.109 2.752 0.412
C 1.795 3.491 0.512
C 2.182 4.648 -0.162
C 3.475 5.136 -0.031
C 4.390 4.483 0.779
C 4.009 3.333 1.458
C 2.725 2.833 1.321
C -0.735 3.836 -0.816
C -0.318 3.736 -2.148
C -0.985 4.398 -3.165
C -2.108 5.159 -2.873
C -2.558 5.238 -1.565
C -1.882 4.580 -0.544
H -1.947 2.207 4.867
H -2.098 4.664 5.319
H -1.123 6.255 3.693
H -0.162 5.436 1.580
H 1.479 5.181 -0.786
H 3.765 6.036 -0.560
H 5.394 4.873 0.891
H 4.720 2.822 2.094
H 2.430 1.928 1.834
H 0.530 3.113 -2.403
H -0.633 4.312 -4.185
H -2.632 5.678 -3.665
H -3.448 5.810 -1.334
H -2.259 4.635 0.468
C 0.296 -8.131 -0.998
C 0.227 -6.630 -0.938
C -0.396 -5.975 0.110
C -0.468 -4.587 0.182
C -1.185 -4.015 1.379
C 0.113 -3.818 -0.848
C 0.727 -4.473 -1.941
C 1.366 -3.758 -3.104
C 0.774 -5.861 -1.954
C 0.109 -2.309 -0.789
O 0.230 -1.637 -1.828
O -0.023 -1.783 0.382
H 0.071 -8.575 -0.028
H 1.289 -8.457 -1.310
H -0.422 -8.518 -1.724
H -0.844 -6.561 0.906
H -1.797 -4.788 1.845
H -1.814 -3.168 1.123
H -0.465 -3.653 2.113
H 2.082 -3.012 -2.765
H 0.614 -3.226 -3.684
H 1.874 -4.476 -3.749
H 1.262 -6.361 -2.784
*
```

Output
**Orbital gap (alpha / beta)**: 7.9 / 7.9 eV
**Expectation value of S²**: 2.005
**Maximum force**: 1.486 eV Å⁻¹
**LUMO level (alpha / beta)**: -0.2 / -0.2 eV
**Total energy**: -135817.426 eV
**HOMO energy (alpha / beta)**: -0.299 / -0.299 Eh
**Relative energy (zero: lowest compared OMol25 entry of this formula, charge and spin)**: 29.32 kJ/mol

Atom charges from the Löwdin analysis, given in e for atoms 1 to 2: number 1, Ni, carries 0.5185; number 2, C, carries -0.0715



# 4
ORCA calculation (the ωB97M-V functional and the def2-TZVPD basis) on a structure of composition CH4N2O2S.

```
! wB97M-V def2-TZVPD RIJCOSX def2/J DEFGRID3
* xyz 0 1
C 0.357 0.392 0.285
N -0.873 0.082 -0.221
N 1.255 -0.422 0.665
O 3.726 -1.072 -0.594
O 3.316 1.311 -0.363
S 3.382 0.022 0.260
H 0.349 1.331 0.795
H -1.554 0.694 -0.410
H -1.042 -0.801 -0.644
H 0.979 -1.379 0.337
*
```

Output
**Orbital gap**: 10.0 eV
**Maximum force**: 4.185 eV Å⁻¹
**LUMO level**: 0.5 eV
**Total energy**: -19011.250 eV
**HOMO energy**: -0.348 Eh
**Relative energy (zero: lowest compared OMol25 entry of this formula, charge and spin)**: 65.05 kJ/mol

Atom charges from the Löwdin analysis, given in e for atoms 1 to 2: number 1, C, carries -0.3058; number 2, N, carries 0.1405



# 5
ORCA calculation (the ωB97M-V functional and the def2-TZVPD basis) on the molecule C20H25N3O3S.

```
! wB97M-V def2-TZVPD RIJCOSX def2/J DEFGRID3
* xyz 0 1
C 7.087 1.591 -0.886
C 5.872 1.086 -0.120
C 5.094 0.050 -0.934
O 3.989 -0.478 -0.232
C 2.855 0.255 -0.100
C 2.600 1.478 -0.700
C 1.391 2.125 -0.507
C 0.396 1.537 0.263
C -0.897 2.169 0.407
N -1.924 1.468 0.673
N -3.131 2.043 0.808
C -4.288 1.332 0.640
O -5.367 1.856 0.791
C -4.075 -0.105 0.212
C -5.360 -0.906 0.208
S -3.331 -0.011 -1.475
C -1.906 -1.025 -1.282
C -0.857 -0.887 -2.190
C 0.244 -1.703 -2.034
C 0.254 -2.639 -1.006
C -0.846 -2.694 -0.170
N -1.898 -1.901 -0.293
C 0.649 0.309 0.882
C 1.863 -0.327 0.730
O 2.214 -1.512 1.301
C 1.466 -1.997 2.398
C 1.677 -1.169 3.662
H 7.758 0.769 -1.124
H 6.784 2.066 -1.817
H 7.633 2.319 -0.292
H 5.216 1.922 0.131
H 6.187 0.622 0.817
H 4.783 0.470 -1.899
H 5.731 -0.817 -1.129
H 3.343 1.948 -1.324
H 1.215 3.078 -0.982
H -0.957 3.252 0.247
H -3.216 3.060 0.872
H -3.296 -0.579 0.812
H -6.106 -0.417 -0.414
H -5.174 -1.908 -0.170
H -5.751 -0.973 1.221
H -0.919 -0.151 -2.976
H 1.088 -1.616 -2.703
H 1.096 -3.294 -0.855
H -0.907 -3.412 0.639
H -0.138 -0.115 1.484
H 1.844 -3.012 2.548
H 0.400 -2.056 2.149
H 1.315 -0.154 3.520
H 2.735 -1.129 3.905
H 1.140 -1.623 4.491
*
```

Output
**Orbital gap**: 8.4 eV
**Maximum force**: 1.250 eV Å⁻¹
**LUMO level**: 0.5 eV
**Total energy**: -42592.946 eV
**Structure (SMILES)**: CCCOc1ccc(/C=N/NC(=O)[C@@H](C)Sc2ccccn2)cc1OCC
**HOMO energy**: -0.290 Eh
**Relative energy (zero: lowest compared OMol25 entry of this formula, charge and spin)**: 314.29 kJ/mol

Atom charges from the Löwdin analysis, given in e for atoms 1 to 2: number 1, C, carries -0.1062; number 2, C, carries -0.2300



# 6
ORCA calculation (the ωB97M-V functional and the def2-TZVPD basis) on a cluster of 2 separate species, C3H6O2S in total.

```
! wB97M-V def2-TZVPD RIJCOSX def2/J DEFGRID3
* xyz 0 1
C 1.145 1.658 0.777
C -0.665 0.121 -0.706
C -0.851 -2.218 -0.259
H 0.254 1.790 1.297
H 2.228 0.957 1.486
H 1.844 2.435 0.854
H -1.438 0.480 0.191
H -1.293 -0.002 -1.692
H -0.213 -2.888 0.438
O -0.062 -1.041 -0.348
O -1.914 -2.366 -0.981
S 0.965 1.074 -1.057
*
```

Output
**Orbital gap**: 9.4 eV
**Maximum force**: 7.035 eV Å⁻¹
**LUMO level**: 0.5 eV
**Total energy**: -18134.519 eV
**HOMO energy**: -0.326 Eh
**Relative energy (zero: lowest compared OMol25 entry of this formula, charge and spin)**: 427.28 kJ/mol

Atom charges from the Löwdin analysis, given in e for atoms 1 to 2: number 1, C, carries -0.3684; number 2, C, carries -0.5101



# 7
ORCA calculation (the ωB97M-V functional and the def2-TZVPD basis) on a structure of composition C5H12NO.

```
! wB97M-V def2-TZVPD RIJCOSX def2/J DEFGRID3
* xyz -1 1
C 1.386 1.044 -1.289
C 1.040 2.512 -0.975
C -1.002 0.362 -0.726
N -0.919 -0.016 0.701
C -0.874 -1.488 0.723
C -0.187 -2.074 1.984
O -0.227 -3.444 2.136
H 2.244 0.657 -0.758
H 0.829 0.185 -1.725
H 1.537 3.349 -1.386
H 1.001 2.807 0.046
H 0.216 1.940 -1.500
H -1.813 1.205 -0.828
H -1.309 -0.526 -1.420
H 0.032 0.478 -0.162
H -1.920 -1.906 0.519
H -0.300 -1.950 -0.071
H -0.605 -1.480 2.790
H 0.872 -1.656 1.941
*
```

Output
**Orbital gap**: 4.6 eV
**Maximum force**: 6.122 eV Å⁻¹
**LUMO level**: 2.1 eV
**Total energy**: -8906.794 eV
**HOMO energy**: -0.091 Eh
**Relative energy (zero: lowest compared OMol25 entry of this formula, charge and spin)**: 990.90 kJ/mol

Atom charges from the Löwdin analysis, given in e for atoms 1 to 2: number 1, C, carries -0.1947; number 2, C, carries -0.1963



# 8
ORCA calculation (the ωB97M-V functional and the def2-TZVPD basis) on a structure of composition C4H5N2O3S2.

```
! wB97M-V def2-TZVPD RIJCOSX def2/J DEFGRID3
* xyz -1 1
C -1.243 0.540 -1.201
C -1.410 0.205 1.236
C -1.908 -0.244 -0.140
C 0.909 0.681 -0.379
N -0.027 0.864 -1.296
N -0.300 0.704 1.486
O 0.612 -1.896 0.388
O 2.471 -1.205 -1.181
O 2.560 -0.618 1.189
S 2.141 1.783 -0.089
S 1.699 -0.970 0.080
H -1.737 0.762 -2.058
H -2.037 0.007 2.048
H -3.051 -0.131 -0.298
H -1.685 -1.240 -0.154
H 3.007 0.757 0.368
*
```

Output
**Orbital gap (alpha / beta)**: 7.4 / 7.4 eV
**Maximum force**: 4.312 eV Å⁻¹
**LUMO level (alpha / beta)**: 3.4 / 3.4 eV
**Total energy**: -35020.258 eV
**HOMO energy (alpha / beta)**: -0.147 / -0.147 Eh
**Relative energy (zero: lowest compared OMol25 entry of this formula, charge and spin)**: 242.00 kJ/mol

Atom charges from the Löwdin analysis, given in e for atoms 1 to 2: number 1, C, carries -0.1491; number 2, C, carries -0.3150



# 9
ORCA calculation (the ωB97M-V functional and the def2-TZVPD basis) on the molecule C7H9N5.

```
! wB97M-V def2-TZVPD RIJCOSX def2/J DEFGRID3
* xyz 0 1
C -2.150 -2.019 0.072
C -1.047 -0.974 0.006
C -1.236 0.357 0.093
C -0.099 1.205 0.082
N -0.096 2.492 0.001
N -1.387 3.053 0.018
N 1.140 0.588 0.031
N 2.254 1.320 0.067
C 3.207 0.423 0.063
C 2.807 -0.898 -0.066
C 1.413 -0.739 0.016
N 0.268 -1.587 -0.137
H -2.068 -2.723 -0.789
H -3.136 -1.552 -0.105
H -2.133 -2.577 1.027
H -2.246 0.683 0.266
H -2.075 2.580 -0.547
H -1.298 3.987 -0.280
H 4.242 0.738 0.166
H 3.330 -1.810 -0.134
H 0.310 -2.549 0.150
*
```

Output
**Orbital gap**: 8.2 eV
**Maximum force**: 2.965 eV Å⁻¹
**LUMO level**: 0.6 eV
**Total energy**: -14853.540 eV
**Structure (SMILES)**: Cc1c/c(=N\N)n2nccc2[nH]1
**HOMO energy**: -0.280 Eh
**Relative energy (zero: lowest compared OMol25 entry of this formula, charge and spin)**: 190.27 kJ/mol

Atom charges from the Löwdin analysis, given in e for atoms 1 to 2: number 1, C, carries -0.0423; number 2, C, carries -0.2529



# 10
ORCA calculation (the ωB97M-V functional and the def2-TZVPD basis) on the ion C4H11N2O with charge +1.

```
! wB97M-V def2-TZVPD RIJCOSX def2/J DEFGRID3
* xyz 1 1
N -0.979 1.345 -1.368
C -0.816 -0.123 -1.370
C -0.792 -0.791 -0.002
C 0.594 -0.647 0.710
N 0.982 0.770 0.325
C 0.860 -0.760 2.234
O 1.501 0.158 2.768
H -1.961 1.324 -1.124
H -0.707 1.686 -2.313
H -1.750 -0.513 -1.969
H 0.075 -0.491 -2.089
H -1.395 -0.201 0.632
H -1.104 -1.894 0.017
H 1.420 -1.317 0.315
H 0.016 1.161 0.052
H 1.479 1.267 1.050
H 1.648 0.805 -0.411
H 0.930 -1.779 2.543
*
```

Output
**Orbital gap**: 10.5 eV
**Maximum force**: 5.205 eV Å⁻¹
**LUMO level**: -3.9 eV
**Total energy**: -9345.709 eV
**Structure (SMILES)**: NCC[C@@H]([NH3+])C=O
**HOMO energy**: -0.530 Eh
**Relative energy (zero: lowest compared OMol25 entry of this formula, charge and spin)**: 303.72 kJ/mol

Atom charges from the Löwdin analysis, given in e for atoms 1 to 2: number 1, N, carries -0.0198; number 2, C, carries -0.2955



# 11
ORCA calculation (the ωB97M-V functional and the def2-TZVPD basis) on a structure of composition C3H6CsO5.

```
! wB97M-V def2-TZVPD RIJCOSX def2/J DEFGRID3
* xyz -1 1
C -0.615 3.232 -0.310
C 0.401 2.094 -0.188
O 1.695 2.498 -0.594
C 2.720 1.594 -0.522
O 2.439 0.433 -0.108
O 3.839 2.040 -0.777
O -1.848 2.826 0.126
Cs 0.995 -2.141 1.097
H -0.606 3.548 -1.381
H -0.203 4.088 0.273
H 0.053 1.278 -0.851
H 0.435 1.812 0.882
H -6.227 0.058 2.172
O -6.750 -0.639 2.732
H -7.389 -1.029 2.131
*
```

Output
**Orbital gap**: 2.7 eV
**Maximum force**: 2.961 eV Å⁻¹
**LUMO level**: 0.7 eV
**Total energy**: -13992.761 eV
**HOMO energy**: -0.074 Eh
**Relative energy (zero: lowest compared OMol25 entry of this formula, charge and spin)**: 0.00 kJ/mol

Atom charges from the Löwdin analysis, given in e for atoms 1 to 2: number 1, C, carries -0.5240; number 2, C, carries -0.2477



# 12
ORCA calculation (the ωB97M-V functional and the def2-TZVPD basis) on a structure of composition C28H38N8O4PbSSi.

```
! wB97M-V def2-TZVPD RIJCOSX def2/J DEFGRID3
* xyz -2 1
Pb 1.024 -1.119 1.531
N 3.411 -0.826 1.796
C 3.920 -2.021 2.471
C 3.700 -3.250 1.575
O 4.340 -4.265 1.857
N 2.803 -2.999 0.577
C 2.439 -3.110 -2.241
C 1.290 -2.094 -2.321
O 0.375 -2.304 -3.193
O 1.255 -1.158 -1.371
H 3.685 -0.014 2.330
H 3.776 -0.816 0.860
H 4.938 -1.993 2.750
H 3.446 -2.158 3.424
H 3.314 -2.614 -1.779
H 2.438 -3.624 -3.206
S -0.779 1.079 5.591
C 0.252 0.010 4.908
N 0.840 -0.756 4.178
C 1.366 -5.434 -1.553
C 2.073 -4.165 -1.235
N 2.465 -4.153 -0.008
H 1.987 -6.275 -1.262
H 1.165 -5.527 -2.596
H 0.396 -5.458 -0.973
C -5.089 -3.121 -2.884
C -3.559 -2.990 -3.126
C -3.024 -1.547 -3.210
C -2.701 -3.909 -2.254
N -2.357 -3.427 -0.976
C -1.537 -2.364 -0.582
N -1.663 -2.192 0.750
N -2.565 -3.131 1.138
N -2.959 -3.829 0.179
H -5.638 -2.323 -3.326
H -5.375 -3.063 -1.817
H -5.590 -4.047 -3.267
H -3.386 -3.276 -4.187
H -3.392 -0.914 -2.389
H -3.454 -1.064 -4.090
H -1.929 -1.646 -3.336
H -1.670 -3.992 -2.773
H -3.246 -4.904 -2.146
H -0.702 -1.905 -1.159
C 1.725 5.112 0.894
C 2.029 3.684 1.487
C 2.347 3.743 3.004
C 3.183 3.185 0.669
Si 0.617 2.464 1.178
O 1.214 1.002 1.446
C 0.269 2.715 -0.714
C 0.722 1.753 -1.576
C 0.268 1.610 -2.875
C -0.554 2.579 -3.413
C -1.038 3.613 -2.540
C -0.609 3.732 -1.247
C -0.979 2.838 2.098
C -1.933 1.827 2.035
C -3.240 1.979 2.505
C -3.601 3.195 3.143
C -2.657 4.273 3.204
C -1.345 4.043 2.743
H 2.617 5.595 1.355
H 0.827 5.600 1.295
H 1.796 5.239 -0.202
H 2.932 4.620 3.228
H 2.935 2.835 3.158
H 1.454 3.644 3.672
H 4.161 3.368 1.112
H 3.104 3.616 -0.361
H 3.138 2.077 0.614
H 1.424 0.979 -1.210
H 0.461 0.665 -3.403
H -0.918 2.643 -4.423
H -1.678 4.417 -2.924
H -0.937 4.534 -0.619
H -1.674 0.889 1.570
H -3.978 1.173 2.438
H -4.593 3.238 3.620
H -2.910 5.259 3.625
H -0.658 4.950 2.756
*
```

Output
**Orbital gap**: 6.3 eV
**Maximum force**: 4.689 eV Å⁻¹
**LUMO level**: 4.3 eV
**Total energy**: -73725.925 eV
**HOMO energy**: -0.073 Eh

Atom charges from the Löwdin analysis, given in e for atoms 1 to 2: number 1, Pb, carries 1.3818; number 2, N, carries -0.0864



Q: Among the records above, which one has the lowest total energy?
A: C48H41N8NiO6PS



Q: Among the records above, which one has the lowest maximum force?
A: C5H6O